# 1
Molecular formula: C8H21F7FeN9O25S5
Method: DFT, ωB97M-V with the def2-TZVPD basis set

energy above the lowest of the compared OMol25 structures with the same formula, charge and spin	0.00	kJ/mol
⟨S²⟩	8.764
orbital gap (alpha / beta)	6.7879 / 4.4078	eV

ORCA input file:
```
! wB97M-V def2-TZVPD RIJCOSX def2/J DEFGRID3
* xyz 0 6
Fe 0.19076 1.73992 -0.62923
C 4.47535 2.82339 0.36876
F 5.77414 2.72702 0.28808
F 4.02304 2.52609 1.58269
F 4.10529 4.07933 0.10279
S 3.63029 1.65313 -0.85425
O 4.05088 0.34128 -0.41644
O 2.15214 1.87028 -0.65896
O 4.07807 1.98030 -2.19319
N -0.05979 0.01565 0.09078
S 0.32240 -0.68873 1.47669
O 1.14964 -1.82690 1.28782
O -0.57550 -0.54372 2.60475
F 1.27666 0.58329 1.82733
S -1.23428 -1.29469 -0.20824
O -2.44158 -1.31780 0.54634
O -0.75146 -2.52614 -0.77781
F -1.75507 -0.62295 -1.55215
N 0.20984 1.86171 -2.54931
S -0.09996 2.83251 -3.77926
O -1.18990 2.49090 -4.65886
O 1.09500 3.47226 -4.26073
F -0.74528 3.95288 -2.83912
S 0.82787 0.64396 -3.66162
O 2.15488 0.91280 -4.15944
O -0.06857 -0.19390 -4.39718
F 1.19418 -0.33678 -2.45488
C 3.53766 -2.43984 -0.98397
N 2.89378 -3.71580 -1.37367
O 2.08247 -4.19970 -0.61500
O 3.13496 -4.18021 -2.47304
H 3.29431 -1.65565 -1.69376
H 4.58780 -2.65211 -0.81685
H 3.02337 -2.09945 -0.09030
C -4.08761 -0.03402 -3.81281
N -5.42407 -0.42892 -4.28658
O -5.47980 -0.96744 -5.37256
O -6.36899 -0.00101 -3.65819
H -3.58728 0.61646 -4.52022
H -3.53516 -0.96572 -3.66119
H -4.18468 0.23363 -2.76222
C 2.52908 3.16137 4.19914
N 3.05435 2.77170 5.53138
O 2.35353 3.09192 6.46440
O 4.05894 2.09161 5.53245
H 1.64961 3.75965 4.42684
H 2.17028 2.26497 3.69586
H 3.20177 3.73116 3.56611
C 1.64211 -1.95609 6.02208
N 1.96360 -1.13674 4.82311
O 1.58160 0.01085 4.86054
O 2.48420 -1.68341 3.87616
H 0.57012 -2.00161 6.18442
H 2.22262 -1.50660 6.82730
H 2.03105 -2.97191 5.99238
C -3.55502 3.51537 -2.07909
N -3.19024 2.34617 -1.21645
O -2.02983 1.91110 -1.14660
O -4.05479 1.87820 -0.53096
H -4.58700 3.50315 -2.41449
H -2.89835 3.44579 -2.94024
H -3.35131 4.43620 -1.53705
C -3.36081 0.09699 3.72887
N -2.91514 -1.32050 3.92843
O -3.33213 -2.15591 3.17168
O -2.20441 -1.51262 4.89830
H -4.16722 0.27262 4.43811
H -3.75143 0.27241 2.73184
H -2.46644 0.65696 3.98426
C -1.68248 -4.71035 -2.77899
N -0.32307 -4.28121 -3.23205
O 0.55587 -5.13113 -3.25082
O -0.09678 -3.16042 -3.64088
H -2.28795 -3.81426 -2.69306
H -1.53336 -5.18761 -1.81655
H -1.95677 -5.35313 -3.61144
*
```

# 2
Molecular formula: C8H21F9FeN10O29S7
Method: DFT, ωB97M-V with the def2-TZVPD basis set

⟨S²⟩	8.760
orbital gap (alpha / beta)	7.8647 / 6.1361	eV

ORCA input file:
```
! wB97M-V def2-TZVPD RIJCOSX def2/J DEFGRID3
* xyz -1 6
Fe 1.53069 1.76227 0.88616
C -2.25586 2.20880 2.54309
F -2.63123 1.01129 3.01761
F -2.18537 2.18978 1.21605
F -3.19709 3.06945 2.92269
S -0.64739 2.76067 3.28069
O 0.38484 2.04743 2.47303
O -0.65209 4.16974 3.08324
O -0.70267 2.33687 4.63845
N 0.26996 0.61607 -0.04474
S -0.24243 0.42134 -1.57452
O -1.54879 0.88347 -1.84884
O 0.32286 -0.66018 -2.29529
F 0.63510 1.65669 -2.09656
S -0.56617 -0.81328 0.53465
O 0.03109 -2.06079 0.22991
O -1.97303 -0.69375 0.62177
F -0.14299 -0.58931 2.03700
N 2.97286 1.79653 -0.36041
S 3.81757 3.08827 -1.17634
O 3.12876 3.68120 -2.23741
O 5.22409 2.96030 -1.21813
F 3.51108 4.06010 0.02530
S 3.69954 0.58786 -1.18139
O 4.92920 0.18182 -0.60893
O 3.40005 0.64236 -2.55166
F 2.70865 -0.56873 -0.70312
N 0.65019 6.00790 0.85856
S 0.17452 4.84229 -0.12685
O 0.57468 3.49958 0.27139
O 0.07639 5.09522 -1.51009
F -1.33854 4.89738 0.28152
S 1.42784 7.04946 -0.08943
O 0.58341 8.06449 -0.61162
O 2.50082 6.48685 -0.83872
F 2.18224 7.85070 1.07856
C -3.26614 -0.67486 -4.20858
N -2.57122 -1.81034 -3.56322
O -2.43634 -1.78768 -2.36442
O -2.25110 -2.74712 -4.27771
H -3.85945 -0.20104 -3.43081
H -3.84496 -1.01582 -5.05635
H -2.51318 0.04643 -4.52944
C -2.69806 -3.18591 3.00742
N -3.05317 -2.60963 4.31284
O -2.20280 -2.55422 5.18098
O -4.15515 -2.11858 4.41161
H -3.54550 -3.85318 2.80895
H -1.78399 -3.76165 3.01034
H -2.78163 -2.52704 2.14690
C 4.30339 -0.48350 3.26678
N 3.08205 -0.59550 2.41658
O 2.78567 -1.68022 2.05281
O 2.52052 0.43759 2.02635
H 5.14635 -0.68272 2.61308
H 4.13326 -1.22430 4.04026
H 4.36288 0.52296 3.66707
C 1.07891 -3.96901 -2.70680
N 2.40318 -3.29514 -2.72344
O 2.65469 -2.50018 -3.59422
O 3.13428 -3.55509 -1.77891
H 1.26562 -5.01208 -2.95737
H 0.44409 -3.48341 -3.43895
H 0.66563 -3.94523 -1.70589
C 1.34400 -4.80212 4.60788
N 1.48307 -3.34979 4.28616
O 2.43199 -2.75986 4.77172
O 0.64780 -2.86153 3.56874
H 2.35271 -5.17973 4.47006
H 0.58590 -5.27025 3.99628
H 1.03757 -4.87579 5.64894
C -5.22891 -0.45835 0.86756
N -5.37048 -0.21606 -0.59320
O -4.51222 0.44177 -1.13218
O -6.42506 -0.54358 -1.11343
H -5.66345 0.40447 1.36981
H -4.16933 -0.52040 1.07649
H -5.85321 -1.30569 1.12554
C 0.54788 -0.77420 -5.84467
N 0.46961 0.70285 -5.69633
O -0.31329 1.10612 -4.86201
O 1.16375 1.39557 -6.41306
H 1.31466 -1.07367 -5.13069
H 0.89613 -1.06662 -6.83336
H -0.40979 -1.26670 -5.72165
*
```

# 3
Molecular formula: C8H21I2O4P2RuS
Method: DFT, ωB97M-V with the def2-TZVPD basis set

energy above the lowest of the compared OMol25 structures with the same formula, charge and spin	120.62	kJ/mol
⟨S²⟩	6.022
orbital gap (alpha / beta)	4.0777 / 4.3764	eV

ORCA input file:
```
! wB97M-V def2-TZVPD RIJCOSX def2/J DEFGRID3
* xyz 3 5
I -0.93580 -1.58588 -2.69969
I -2.84286 -0.58387 -0.08398
Ru 0.07179 -0.92673 -0.18027
P -0.62359 2.20847 -1.53545
C 0.37621 3.66842 -1.77826
C -1.14158 1.91697 -3.24290
H -1.56530 2.88686 -3.57616
H -2.63643 3.56364 -1.25179
H -1.89371 1.12434 -3.33541
H -2.84419 1.88896 -0.69540
H 1.25901 3.39745 -2.36376
H -0.26264 1.63252 -3.83260
C -2.13947 2.73334 -0.73332
H -0.14580 4.49946 -2.26682
H -1.94701 3.07349 0.28230
H 0.70908 3.94742 -0.78288
P -0.18743 -3.06439 0.20401
C 1.25239 -3.68083 1.15134
C -1.59029 -3.59150 1.26777
H -1.15394 -4.10900 -1.73363
H -0.49666 -5.35485 -0.62329
H 0.59493 -4.37140 -1.67314
C -0.31839 -4.37227 -1.07847
H -2.49227 -3.23204 0.74602
H -1.65234 -4.68088 1.42779
H 1.06146 -4.69996 1.52933
H 1.43552 -2.97163 1.97256
H -1.49618 -3.06430 2.22624
H 2.11375 -3.66918 0.46471
C 1.89637 -0.93656 0.08436
O 3.05595 -0.88010 0.26458
C 2.50295 2.87659 3.84517
S 1.20365 2.36323 2.63222
O 1.52879 2.93033 1.32897
O 0.96284 0.91956 2.70305
O 0.25192 1.19754 -0.80281
H 3.39743 2.26663 3.67407
H 2.03762 2.74079 4.83388
H 2.65423 3.93937 3.63166
*
```

# 4
Molecular formula: C8H21KNO3
Method: DFT, ωB97M-V with the def2-TZVPD basis set

energy above the lowest of the compared OMol25 structures with the same formula, charge and spin	219.96	kJ/mol
orbital gap	8.4039	eV

ORCA input file:
```
! wB97M-V def2-TZVPD RIJCOSX def2/J DEFGRID3
* xyz 1 1
K -1.35949 0.34295 -2.91557
C 1.90395 2.45097 -0.78188
O 0.71166 1.91292 -0.18071
C 0.09701 2.78695 0.69317
C -0.90055 1.96676 1.51266
N -2.09184 1.52026 0.75793
C -3.08806 0.77140 1.49433
C -3.76601 -0.18757 0.50931
O -2.92980 -0.98354 -0.22928
C -2.17469 -1.90510 0.60433
H 2.81655 2.41175 -0.18714
H 1.80934 3.43608 -1.23872
H 2.09503 1.93634 -1.72355
H -0.23692 3.59763 0.04557
H 0.87755 3.09476 1.38895
H -1.33908 2.59144 2.29084
H -0.44314 1.07878 1.94896
H -2.56341 2.39547 0.57983
H -3.83825 1.39152 1.98502
H -2.55791 0.25834 2.29670
H -4.35608 0.37418 -0.21481
H -4.50754 -0.81012 1.00997
H -1.66558 -2.47946 -0.16963
H -2.88731 -2.53772 1.13353
H -1.36282 -1.49493 1.20493
C 4.33408 -2.31710 -1.38626
C 3.15910 -3.23044 -1.48550
O 2.06945 -2.32308 -1.21111
H 4.44193 -1.87630 -0.39522
H 4.23190 -1.56081 -2.16451
H 5.31561 -2.73392 -1.61199
H 3.11121 -4.08308 -0.80815
H 3.06176 -3.66395 -2.48084
H 2.03245 -2.13144 -0.27116
*
```

# 5
Molecular formula: C8H21N4OP
Method: DFT, ωB97M-V with the def2-TZVPD basis set

structure (SMILES)	CN(C)P(=O)(N(C)C)N(C)C.CC#N
energy above the lowest of the compared OMol25 structures with the same formula, charge and spin	131.46	kJ/mol
orbital gap	9.0794	eV

ORCA input file:
```
! wB97M-V def2-TZVPD RIJCOSX def2/J DEFGRID3
* xyz 0 1
C 0.98682 -0.43968 1.67051
N -0.13921 -0.31184 0.73131
C -1.30446 -1.22620 1.02624
P -0.10384 0.89952 -0.52373
O 0.83314 2.02408 -0.26331
N 0.27979 0.00373 -1.88975
C -0.47007 -1.11867 -2.43008
C 1.56002 0.26814 -2.63931
N -1.69430 1.37982 -0.74112
C -2.55592 1.74149 0.35496
C -2.18215 1.74522 -2.04670
H 0.92158 -1.39700 2.18761
H 1.01012 0.30775 2.46356
H 1.95892 -0.39994 1.17903
H -2.23925 -0.92978 0.55043
H -1.51950 -1.11893 2.08942
H -1.07524 -2.27883 0.86035
H -1.50860 -1.09356 -2.10006
H -0.57377 -1.08591 -3.51464
H -0.00489 -2.04610 -2.09603
H 2.04458 -0.57711 -3.12804
H 1.39475 1.01228 -3.41844
H 2.27343 0.79560 -2.00612
H -3.40247 1.05673 0.40548
H -1.93881 1.81054 1.25080
H -2.85683 2.75475 0.08877
H -1.88267 2.77578 -2.23747
H -3.26250 1.66771 -2.16889
H -1.68689 1.15434 -2.81720
C 2.99729 -1.27861 2.71013
C 2.57184 -1.16029 4.14341
N 2.22540 -1.01827 5.24123
H 2.13563 -1.30304 2.04299
H 3.60506 -2.18073 2.64028
H 3.60298 -0.43298 2.38437
*
```

# 6
Molecular formula: C8H21P2
Method: DFT, ωB97M-V with the def2-TZVPD basis set

energy above the lowest of the compared OMol25 structures with the same formula, charge and spin	0.00	kJ/mol
orbital gap	10.0233	eV

ORCA input file:
```
! wB97M-V def2-TZVPD RIJCOSX def2/J DEFGRID3
* xyz 1 1
C -1.01488 1.51589 -2.03109
C -1.53739 0.93502 -0.71741
P -1.79776 -0.88735 -0.87469
C -2.85525 -1.41501 0.56664
C -3.15571 -0.40762 1.69314
P 0.12636 -1.63938 -0.14678
C 1.24290 -0.60863 0.83831
C 2.02527 0.47465 0.06430
C 3.08616 1.08276 1.00161
C 2.65980 -0.06251 -1.21617
H -1.65370 1.24649 -2.87039
H -0.00709 1.15916 -2.25241
H -0.97055 2.60225 -1.96660
H -0.86196 1.17575 0.10357
H -2.51392 1.35173 -0.46678
H -3.77214 -1.75642 0.08604
H -2.40719 -2.31360 0.99054
H -4.22072 -0.19392 1.74647
H -2.86512 -0.81740 2.65895
H -2.63872 0.54166 1.57644
H -0.18922 -2.76608 0.61580
H 0.84090 -2.17017 -1.21868
H 1.94300 -1.28941 1.33052
H 0.61651 -0.15946 1.61488
H 1.32553 1.26734 -0.20775
H 2.93246 0.79447 2.04202
H 3.06634 2.17053 0.96498
H 4.08554 0.75107 0.72005
H 3.37310 0.66021 -1.60901
H 3.20503 -0.99162 -1.02638
H 1.93243 -0.25041 -2.01012
*
```